(1)
A cluster of 8 separate species, C19H56N9O9 in total in a non-equilibrium geometry. Source: OMol25; level of theory: the ωB97M-V functional and the def2-TZVPD basis.

The value obtained for the largest force on an atom is 1.8 eV/Å. Its HOMO-LUMO gap is 0.144 Ha. The total energy comes out at -1927.46972 Eh. For the HOMO energy, the calculation gives -2.12 eV. The total charge is -1.

Last column: Löwdin charge in e.
Element x y z (Å)
1 C 0.3307 0.6190 -0.1465  -0.139
2 C -0.2726 2.0333 -0.1490  -0.611
3 O -0.1879 2.6571 1.0288  -0.333
4 H -0.0601 0.0741 0.7074  0.020
5 H 1.4232 0.6039 -0.0588  0.042
6 H 0.0480 0.0875 -1.0746  0.049
7 H -1.3368 1.8148 -0.4480  0.047
8 H 0.0370 2.6672 -1.0244  0.065
9 C -0.2873 -3.2400 -0.4023  -0.067
10 C -1.6274 -2.8234 0.1942  -0.415
11 C -2.5544 -4.0214 0.4116  -0.209
12 O -2.8252 -4.5713 -0.8613  -0.224
13 C -3.6831 -5.6865 -0.8409  -0.112
14 N -1.4589 -2.0430 1.4628  0.061
15 H 0.3085 -3.9981 0.1129  0.078
16 H 0.3317 -2.3541 -0.5715  0.058
17 H -0.4539 -3.6174 -1.4186  0.077
18 H -2.0975 -2.1729 -0.5483  0.119
19 H -3.5089 -3.7111 0.8513  0.120
20 H -2.0324 -4.7311 1.0695  0.127
21 H -3.9400 -5.9001 -1.8791  0.082
22 H -4.5986 -5.4639 -0.2821  0.091
23 H -3.1419 -6.5527 -0.4406  0.086
24 H -0.5787 -2.4635 1.7527  0.055
25 H -1.2258 -1.1174 1.1108  0.030
26 C -0.0585 -2.0739 4.8614  -0.090
27 C -0.6724 -0.7079 5.1401  -0.410
28 C 0.0988 0.0267 6.2452  -0.238
29 O -0.0859 1.4119 6.2290  -0.171
30 C -1.2919 1.8305 6.8091  -0.120
31 N -0.6539 0.0925 3.8526  0.079
32 H 0.0657 -2.6360 5.7954  0.071
33 H 0.8798 -2.0171 4.3097  0.077
34 H -0.7568 -2.6465 4.2467  0.061
35 H -1.7301 -0.7737 5.4047  0.126
36 H 1.1681 -0.1607 6.1106  0.123
37 H -0.1516 -0.4544 7.2041  0.117
38 H -2.1389 1.5534 6.1757  0.086
39 H -1.2516 2.9056 6.9811  0.086
40 H -1.4225 1.4182 7.8233  0.081
41 H -0.1378 -0.4732 3.1939  0.029
42 H -1.6196 0.0748 3.5484  0.065
43 C -3.5463 0.6777 -1.4876  -0.065
44 C -4.3739 -0.3149 -2.3112  -0.462
45 C -5.0892 -1.3688 -1.4733  -0.187
46 O -5.7263 -2.3764 -2.2640  -0.184
47 C -4.8730 -3.0183 -3.1964  -0.127
48 N -5.3493 0.4395 -3.1116  0.044
49 H -2.8779 1.2253 -2.1456  0.075
50 H -2.9780 0.1651 -0.7072  0.060
51 H -4.1829 1.3491 -0.9072  0.089
52 H -3.6159 -0.8340 -2.9161  0.122
53 H -5.9095 -0.8933 -0.9307  0.130
54 H -4.4294 -1.7950 -0.7089  0.109
55 H -4.6427 -2.4589 -4.1113  0.077
56 H -5.4952 -3.8369 -3.5663  0.087
57 H -3.9403 -3.3683 -2.7511  0.077
58 H -5.6626 -0.2190 -3.8300  0.063
59 H -4.8379 1.1274 -3.6614  0.070
60 C 5.2703 3.3599 -0.2007  -0.228
61 C 3.9614 3.0049 0.5053  -0.243
62 O 3.7955 3.8280 1.6452  -0.055
63 O 5.4289 4.7820 -0.2522  -0.080
64 H 5.4034 2.8525 -1.1564  0.094
65 H 6.1090 3.0522 0.4347  0.112
66 H 3.9007 1.9765 0.8635  0.114
67 H 3.1362 3.1195 -0.2130  0.118
68 H 4.1338 4.6888 1.3639  0.069
69 H 5.1424 5.0998 -1.1136  0.065
70 C 3.3812 -2.2876 -1.1404  -0.641
71 O 2.9204 -1.1911 -1.4286  -0.001
72 N 3.2387 -3.3826 -1.9573  0.160
73 N 4.0251 -2.5399 0.0362  0.168
74 H 3.4714 -4.2719 -1.5584  0.088
75 H 3.0395 -3.2748 -2.9315  0.106
76 H 4.4385 -3.4316 0.2223  0.091
77 H 4.1203 -1.7945 0.7016  0.112
78 C 2.2082 6.1314 -2.3299  -0.687
79 O 1.4969 6.4378 -1.3834  0.030
80 N 1.8873 5.1660 -3.2230  0.166
81 N 3.3942 6.8103 -2.5607  0.127
82 H 0.9823 4.7476 -3.1037  0.100
83 H 2.4907 4.8538 -3.9629  0.072
84 H 4.0773 6.2688 -3.0727  0.080
85 H 3.7319 7.3524 -1.7864  0.092
86 C 3.3171 1.7478 -3.3905  -0.684
87 O 3.6312 2.7126 -4.0979  -0.034
88 N 4.2245 0.8901 -2.8528  0.155
89 N 2.0262 1.4262 -3.1131  0.188
90 H 3.8897 0.1057 -2.3037  0.045
91 H 5.1920 1.1481 -2.8467  0.090
92 H 1.4234 2.0342 -3.6365  0.098
93 H 1.7919 0.6179 -2.5637  0.065

---

(2)
A cluster of 2 separate species, C5H8O in total. Source: OMol25; level of theory: the ωB97M-V functional and the def2-TZVPD basis.

The value obtained for the largest force on an atom is 0.3 eV/Å. Its HOMO-LUMO gap is 0.353 Ha. The total energy comes out at -270.47297 Eh. For the HOMO energy, the calculation gives -8.48 eV. As for the SMILES: C1=COC=CC1.[H][H].

Last column: natural (NBO) charge in e.
Element x y z (Å)
1 C 1.4628 0.3200 -0.6937  -0.465
2 C 0.7982 1.2031 0.3332  -0.272
3 C -0.5180 1.1695 0.5106  0.121
4 O -1.3579 0.3018 -0.1420  -0.493
5 C -0.7457 -0.7844 -0.7164  0.125
6 C 0.5579 -0.8568 -0.9625  -0.274
7 H 1.6380 0.8843 -1.6231  0.211
8 H 2.4506 -0.0103 -0.3517  0.216
9 H 1.3917 1.8815 0.9381  0.219
10 H -1.0707 1.7964 1.2019  0.197
11 H -2.0200 -0.9183 1.7925  0.005
12 H -1.4612 -1.5763 -0.9094  0.198
13 H -2.0901 -1.6316 1.9886  -0.008
14 H 0.9643 -1.7789 -1.3662  0.219

---

(3)
A cluster of 14 separate species, C4H37NO14 in total in a non-equilibrium geometry. Source: OMol25; level of theory: the ωB97M-V functional and the def2-TZVPD basis.

The value obtained for the largest force on an atom is 2.3 eV/Å. Its HOMO-LUMO gap is 0.323 Ha. The total energy comes out at -1282.69204 Eh. For the HOMO energy, the calculation gives -8.70 eV.

Last column: natural (NBO) charge in e.
Element x y z (Å)
1 C 1.2879 -0.5424 -0.3169  -0.229
2 N 1.9665 -0.4545 -1.5833  -0.672
3 C 1.1593 -0.5075 -2.7513  0.097
4 O 0.2772 0.6484 -2.8395  -0.813
5 C 2.1792 -0.8109 0.8741  -0.432
6 C 2.1243 0.1815 2.0382  -0.597
7 H 0.4284 -1.2063 -0.4020  0.207
8 H 0.8559 0.4375 -0.0740  0.168
9 H 2.7933 0.1030 -1.6789  0.402
10 H 1.7010 -0.4474 -3.6907  0.173
11 H 0.5016 -1.3565 -2.5756  0.162
12 H 0.5577 1.3670 -2.2549  0.498
13 H 2.0009 -1.7698 1.3622  0.246
14 H 3.2436 -0.9346 0.6540  0.187
15 H 1.2166 0.0734 2.6275  0.209
16 H 2.1873 1.2377 1.7572  0.183
17 H 2.9607 0.0273 2.7231  0.204
18 H 1.9963 2.4081 -0.2037  0.473
19 H 2.1555 3.0395 -1.5899  0.492
20 O 1.5191 2.9118 -0.8711  -0.967
21 H -1.7117 2.6310 2.0879  0.506
22 H -1.8542 3.7392 3.1816  0.466
23 O -1.3986 2.9217 2.9738  -0.998
24 H -4.9210 -2.4943 -0.0233  0.477
25 H -5.1526 -1.1473 -0.6609  0.485
26 O -4.4436 -1.7425 -0.3930  -0.961
27 H -1.7880 0.3258 4.0974  0.469
28 H -2.8563 1.2957 4.0623  0.488
29 O -2.7312 0.3335 4.0899  -0.943
30 H -2.2205 2.1294 -0.3376  0.519
31 H -1.6371 3.4947 0.0549  0.482
32 O -2.1231 2.7417 0.4061  -0.994
33 H -1.5956 0.6459 -1.9764  0.504
34 H -2.6761 -0.1919 -1.3329  0.494
35 O -2.3931 0.7245 -1.4321  -0.988
36 H 5.4131 0.3381 -1.1139  0.474
37 H 4.8628 0.4561 0.2743  0.479
38 O 4.7470 0.8197 -0.6117  -0.947
39 H 1.2967 -4.1732 -2.0563  0.467
40 H 2.4020 -3.1161 -2.0766  0.478
41 O 2.1614 -3.9769 -2.4252  -0.947
42 H -4.6103 1.4181 -1.0778  0.484
43 H -4.3956 2.4646 0.1585  0.496
44 O -4.8607 1.7130 -0.2059  -0.982
45 H -2.2389 -2.9838 -0.1510  0.471
46 H -1.6197 -2.3809 1.0784  0.497
47 O -1.6704 -3.2251 0.5908  -0.983
48 H -2.9249 -1.2468 1.5945  0.476
49 H -2.2145 -0.0523 2.2168  0.493
50 O -2.2184 -0.6126 1.4276  -0.970
51 H 3.2658 1.9402 -3.8636  0.499
52 H 4.0771 2.6303 -2.6156  0.497
53 O 3.2569 2.2854 -2.9729  -0.983
54 H 0.3504 -4.1095 1.1967  0.485
55 H 0.4962 -4.2721 2.6798  0.468
56 O 0.8143 -3.7283 1.9510  -0.950

---

(4)
A structure of composition C25H41BaBrN2P2 in a non-equilibrium geometry. Source: OMol25; level of theory: the ωB97M-V functional and the def2-TZVPD basis.

The value obtained for the largest force on an atom is 4.6 eV/Å. Its HOMO-LUMO gap is 0.232 Ha. The total energy comes out at -4368.30425 Eh. For the HOMO energy, the calculation gives -12.32 eV. The total charge is +2.

Last column: Löwdin charge in e.
Element x y z (Å)
1 C -2.1776 5.6214 -1.3361  -0.014
2 C -2.2055 4.4070 -2.0573  -0.277
3 C -2.8073 4.4277 -3.3396  -0.002
4 C -3.3738 5.6249 -3.7998  -0.104
5 N -3.3514 6.7409 -3.0774  0.078
6 C -2.7635 6.7654 -1.8884  -0.107
7 C -1.5544 3.2529 -1.4988  -0.260
8 C -0.8286 2.3914 -0.9506  -0.261
9 C 0.1720 1.5064 -0.4195  -0.272
10 C 0.9970 1.8973 0.6746  -0.084
11 C 1.7008 0.9842 1.3862  -0.164
12 C 1.5534 -0.4802 1.1109  -0.805
13 C 1.1709 -0.7093 -0.3186  -0.190
14 C 0.4846 0.2425 -1.0070  -0.068
15 Ba -3.0865 2.0187 -0.0618  1.984
16 P 3.1259 -1.4912 1.6232  1.048
17 H -2.8573 3.5400 -3.9692  0.112
18 H -1.7090 5.6787 -0.3561  0.116
19 H -3.8695 5.6841 -4.7709  0.124
20 H -2.7609 7.7058 -1.3400  0.122
21 H 0.1929 0.0442 -2.0491  0.130
22 H 1.0146 2.9663 0.9203  0.135
23 H 1.3054 -1.7114 -0.7365  0.108
24 H 2.3572 1.3138 2.1937  0.102
25 C 2.9389 -2.6789 3.0252  -0.339
26 C 3.2433 -4.1551 2.7719  -0.118
27 H 1.9010 -2.5714 3.3589  0.007
28 H 3.5533 -2.2947 3.8523  0.098
29 H 3.0350 -4.7519 3.6698  0.094
30 H 2.6218 -4.5479 1.9611  0.079
31 H 4.2947 -4.3238 2.5116  0.078
32 C 3.6897 -2.4282 0.1779  -0.331
33 C 4.2639 -1.5459 -0.9260  -0.114
34 H 2.8389 -3.0211 -0.1881  0.096
35 H 4.4515 -3.1523 0.5093  0.101
36 H 4.5730 -2.1633 -1.7774  0.095
37 H 3.5389 -0.8189 -1.3043  0.069
38 H 5.1530 -1.0048 -0.5873  0.073
39 C 4.4536 -0.3328 2.0776  -0.338
40 C 5.8207 -0.9750 2.3505  -0.104
41 H 4.0981 0.2113 2.9650  0.099
42 H 4.5255 0.4054 1.2656  0.100
43 H 6.5471 -0.1989 2.6270  0.094
44 H 5.7754 -1.6934 3.1809  0.079
45 H 6.2212 -1.4904 1.4666  0.077
46 Br 0.1218 -1.1781 2.2320  0.845
47 P -3.3800 -1.1365 -1.2152  0.957
48 C -1.9361 -2.3392 -1.0461  -0.401
49 C -2.2058 -3.7616 -0.5582  -0.136
50 H -1.1996 -1.8589 -0.3829  0.020
51 H -1.4943 -2.3885 -2.0502  0.075
52 H -1.2672 -4.3322 -0.5855  0.078
53 H -2.5653 -3.8084 0.4740  0.057
54 H -2.9172 -4.2895 -1.2029  0.085
55 C -3.6199 -0.8631 0.5853  -0.566
56 C -4.5291 -1.9073 1.2305  -0.128
57 H -4.1697 0.0786 0.7959  -0.036
58 H -2.6155 -0.8589 1.0462  0.029
59 H -4.3968 -1.8502 2.3161  0.091
60 H -5.5728 -1.6544 1.0142  0.088
61 H -4.3298 -2.9220 0.8905  0.058
62 C -2.6699 0.2318 -2.2357  -0.584
63 C -2.1804 -0.0025 -3.6755  -0.100
64 H -1.7675 0.5586 -1.6738  -0.026
65 H -3.4803 1.0018 -2.2635  0.017
66 H -1.7075 0.9435 -4.0022  0.087
67 H -1.4056 -0.7755 -3.6735  0.069
68 H -2.9700 -0.2684 -4.3870  0.092
69 N -1.7193 2.1418 2.3979  -0.069
70 H -1.1958 1.2476 2.4065  -0.028
71 H -2.0880 2.2306 3.3366  0.047
72 H -1.0062 2.8712 2.3056  0.035